Entry from OMol25: C19H17CaF5N2S as an isolated structure at a distorted geometry (the ωB97M-V functional and the def2-TZVPD basis).

Each line ends with the natural charge from an NBO analysis.
Cartesian coordinates (Å):
C: -1.8959 -1.3908 1.2784  -0.84
C: -2.2372 1.1645 -2.9142  -1.33
H: -1.3765 -2.3395 1.3187  0.22
H: -2.8881 -1.5838 0.8105  0.21
H: -2.2084 -1.0622 2.3561  0.24
H: -1.7668 0.8521 -3.8402  0.18
H: -3.3144 0.8348 -2.9077  0.15
H: -2.3283 2.2413 -2.9386  0.20
C: -0.1462 -3.0896 -1.0102  0.04
C: 0.8615 -4.0505 -1.0302  -0.25
C: 2.1142 -3.7252 -1.5723  -0.15
C: 2.3222 -2.4578 -2.0430  -0.23
H: -1.0910 -3.2940 -0.5559  0.19
H: 0.6436 -5.0327 -0.6265  0.23
H: 2.9186 -4.4743 -1.6356  0.23
H: 3.2770 -2.1181 -2.4501  0.22
N: 0.0330 -1.8572 -1.5073  -0.50
C: 1.2598 -1.5198 -1.9985  0.21
C: 1.4823 -0.1063 -2.4240  0.13
N: 0.5187 0.7859 -2.0957  -0.44
C: 0.6927 2.0750 -2.3823  0.08
C: 2.8143 1.6575 -3.4026  -0.17
C: 1.7993 2.5646 -3.0602  -0.24
H: -0.1062 2.6981 -2.0594  0.24
H: 1.8616 3.6039 -3.2884  0.23
C: 2.6640 0.3276 -3.0853  -0.23
H: 3.4194 -0.4450 -3.3591  0.21
H: 3.7290 1.9855 -3.9290  0.22
Ca: -1.8385 -0.0174 -0.8886  1.67
C: -1.4775 2.4445 -0.0281  -1.24
H: -1.9620 3.0888 -0.7933  0.19
H: -0.4022 2.6707 0.0283  0.17
H: -1.9387 2.5145 0.9302  0.17
F: -1.5021 1.3851 6.6891  -0.28
C: -0.9889 1.0039 5.5011  0.29
C: -0.3682 1.9334 4.6649  0.30
F: -0.2599 3.2070 5.0788  -0.29
C: 0.1154 1.5392 3.4318  0.37
F: 0.8013 2.4156 2.6867  -0.28
C: -0.0615 0.2081 2.9685  -0.35
S: 0.0097 -0.2063 1.2932  0.23
C: -0.4048 -0.7507 3.9598  0.36
F: -0.1013 -2.0792 3.7485  -0.31
C: -1.0000 -0.3547 5.1540  0.25
F: -1.6727 -1.2464 5.9277  -0.29

- LUMO (spin up / spin down) (eV) = -1.63 / -1.63
- energy above the lowest of the compared OMol25 structures with the same formula, charge and spin (kJ/mol) = 581.9
- orbital gap (spin up / spin down) (eV) = 4.1 / 4.1


Entry from OMol25: a single C16H28N2O4 molecule (the ωB97M-V functional and the def2-TZVPD basis).

Each line ends with the natural charge from an NBO analysis.
Cartesian coordinates (Å):
C: 5.3739 -0.0805 1.1371  -0.65
H: 5.1709 0.9884 1.1414  0.21
H: 6.2921 -0.2691 1.6864  0.21
H: 5.5004 -0.4095 0.1096  0.24
C: 4.2172 -0.8358 1.7912  0.28
C: 4.0287 -0.3721 3.2373  -0.61
H: 4.9227 -0.5858 3.8152  0.21
H: 3.1833 -0.8864 3.6872  0.21
H: 3.8359 0.6973 3.2632  0.21
C: 4.4515 -2.3459 1.7420  -0.64
H: 3.6084 -2.8699 2.1882  0.21
H: 4.5634 -2.6705 0.7114  0.24
H: 5.3539 -2.5953 2.2931  0.21
O: 2.9660 -0.4984 1.1518  -0.55
C: 2.7881 -0.7421 -0.1636  0.90
O: 3.5868 -1.2907 -0.8913  -0.68
N: 1.5992 -0.2616 -0.5969  -0.45
C: 1.1468 -0.5582 -1.9379  -0.23
C: 0.0481 -1.6212 -1.9003  -0.40
H: -0.3305 -1.7885 -2.9100  0.22
H: 0.4745 -2.5580 -1.5337  0.21
C: -1.1047 -1.2135 -0.9690  -0.29
C: -1.9222 -0.0712 -1.5655  0.69
O: -1.4461 0.9770 -1.9526  -0.66
N: -3.2513 -0.3216 -1.6288  -0.61
H: -3.6108 -1.2005 -1.2934  0.39
C: -4.2027 0.6286 -2.1504  -0.27
H: -3.6406 1.3325 -2.7695  0.25
C: -4.9811 1.4638 -1.0869  0.08
H: -6.0539 1.3374 -1.2576  0.19
C: -4.5940 1.1638 0.3720  -0.43
H: -5.4499 1.3748 1.0125  0.22
C: -3.4589 2.1595 0.6501  -0.44
H: -2.4906 1.6650 0.7019  0.21
C: -3.5061 3.1113 -0.5602  -0.09
H: -3.5224 4.1659 -0.2841  0.19
O: -4.7181 2.8382 -1.2408  -0.52
H: -2.6500 2.9237 -1.2201  0.19
H: -3.6232 2.6934 1.5842  0.21
H: -4.2962 0.1295 0.5265  0.21
H: -4.9131 0.0947 -2.7855  0.20
C: -0.5447 -0.8125 0.4061  -0.40
H: -1.3450 -0.4326 1.0450  0.21
C: 0.5543 0.2421 0.2622  -0.23
H: 0.9746 0.4941 1.2347  0.23
H: 0.1421 1.1435 -0.2019  0.22
H: -0.1219 -1.7006 0.8822  0.21
H: -1.7643 -2.0794 -0.8367  0.20
H: 2.0026 -0.9140 -2.5126  0.24
H: 0.7574 0.3609 -2.3827  0.22

- LUMO (eV) = 0.57
- energy above the lowest of the compared OMol25 structures with the same formula, charge and spin (kJ/mol) = 113.5
- orbital gap (eV) = 9.4
- SMILES string = CC(C)(C)OC(=O)N1CCC(C(=O)NC[C@H]2CCCO2)CC1


Entry from OMol25: a single C4H12N2 molecule at a distorted geometry (the ωB97M-V functional and the def2-TZVPD basis).

Each line ends with the natural charge from an NBO analysis.
Cartesian coordinates (Å):
C: -1.1415 -0.3230 0.2253  -0.40
C: -0.4634 1.0712 -0.0253  -0.41
C: 0.8969 1.5193 0.6161  -0.23
N: 2.0473 1.6210 -0.4303  -0.85
C: -0.3233 -1.5363 -0.3076  -0.21
N: -0.8864 -2.9048 -0.0207  -0.88
H: -1.2047 -0.4999 1.2805  0.20
H: -2.1925 -0.2513 -0.1788  0.20
H: -0.2525 1.0716 -1.0699  0.21
H: -1.1940 1.9345 0.1309  0.20
H: 0.5339 2.5467 0.9159  0.18
H: 1.1095 0.8265 1.5238  0.20
H: 2.9772 1.8269 -0.0414  0.36
H: 1.9393 2.5318 -0.9334  0.35
H: 0.7164 -1.3846 0.1577  0.18
H: -0.1380 -1.2500 -1.3910  0.17
H: -0.5650 -3.8122 -0.5045  0.38
H: -1.8593 -2.9874 0.0527  0.36

- LUMO (eV) = 1.16
- energy above the lowest of the compared OMol25 structures with the same formula, charge and spin (kJ/mol) = 178.7
- orbital gap (eV) = 10.0
- SMILES string = NCCCCN